1.
{
  "formula": "C17H10IrN2O6",
  "method": "ωB97M-V/def2-TZVPD",
  "species": ["Ir", "O", "O", "O", "O", "O", "O", "N", "N", "C", "C", "C", "C", "C", "C", "C", "C", "C", "C", "C", "C", "C", "C", "C", "C", "C", "H", "H", "H", "H", "H", "H", "H", "H", "H", "H"],
  "positions_angstrom": [[1.7773, -0.9491, -1.1616], [5.5466, -1.1154, 0.1623], [-1.1492, -0.5048, 1.3839], [1.5023, 0.0242, -2.8636], [-0.3341, -1.9166, -0.1618], [3.7549, -1.0233, -1.1736], [0.9850, 1.8398, -4.0562], [-0.7439, 0.5137, -1.3054], [2.0856, -1.3051, 0.7471], [-0.2107, -1.3170, 0.8843], [-4.3705, 0.9637, 0.7834], [4.2701, -1.1319, -0.0345], [-3.4458, 0.0932, 1.2568], [3.7051, -1.3626, 2.4895], [-4.1107, 1.6620, -0.4127], [-2.6787, 2.2789, -2.3071], [-0.5437, 1.2268, -2.4160], [2.6626, -1.3953, 3.4126], [-2.2388, -0.2620, 0.4788], [-1.9052, 0.6322, -0.6889], [1.0845, -1.3321, 1.6266], [1.3388, -1.3509, 2.9846], [0.7486, 1.0348, -3.1987], [-2.9245, 1.5157, -1.1469], [3.3752, -1.2893, 1.1510], [-1.4807, 2.1344, -2.9460], [0.5219, -1.3468, 3.6930], [2.8832, -1.4368, 4.4704], [-1.2219, 2.6755, -3.8450], [6.0508, -1.0066, -0.6653], [-5.2883, 1.1488, 1.3232], [-4.8468, 2.3741, -0.7712], [-3.5954, -0.4380, 2.1893], [-2.5074, -1.2249, -0.0016], [4.7418, -1.3652, 2.7979], [-3.4379, 2.9558, -2.6787]],
  "atomic_forces_ev_per_a": [[-2.101, 0.928, -0.408], [-0.171, -0.028, 0.134], [0.269, -0.050, -0.220], [0.696, -0.301, -0.263], [0.061, -0.040, 0.309], [0.867, -0.073, 0.640], [0.077, -0.186, -0.110], [0.172, -0.255, 0.053], [0.917, -0.064, 0.138], [-0.357, -0.053, -0.161], [0.005, -0.129, 0.131], [-0.161, -0.106, -0.233], [-0.058, 0.084, -0.130], [0.051, 0.065, -0.100], [0.194, -0.086, -0.044], [0.004, 0.086, -0.083], [-0.454, 0.280, -0.267], [-0.056, 0.010, 0.009], [-0.026, 0.034, 0.096], [-0.272, 0.219, 0.030], [0.171, -0.029, 0.079], [-0.013, -0.051, 0.114], [0.112, 0.206, 0.345], [0.099, -0.239, 0.233], [-0.208, -0.011, -0.320], [0.233, -0.179, 0.072], [0.017, -0.013, 0.014], [0.002, -0.003, 0.000], [0.011, -0.019, 0.013], [-0.019, 0.005, -0.055], [0.011, -0.004, 0.018], [-0.015, 0.010, -0.013], [0.013, 0.011, 0.022], [-0.057, -0.019, -0.057], [-0.007, -0.007, 0.021], [-0.011, 0.006, -0.006]],
  "mulliken_charge": [0.98, -0.37, -0.39, -0.63, -0.61, -0.49, -0.51, -0.21, -0.24, 0.15, -0.75, 0.46, -0.61, -0.42, -0.33, -0.70, 0.47, -0.47, 0.87, -0.25, 0.80, -0.42, 0.49, 0.90, 0.37, -0.76, 0.49, 0.48, 0.54, 0.42, 0.47, 0.47, 0.49, 0.28, 0.53, 0.48],
  "spin_multiplicity": 2,
  "relative_energy_ev": 1.470,
  "lumo_ev": [-9.116, -9.125],
  "orbital_gap_ev": [6.22, 6.00],
  "charge": 2
}

=====

2.
{
  "formula": "C17H11BrClN3O",
  "method": "ωB97M-V/def2-TZVPD",
  "species": ["Br", "Cl", "O", "N", "N", "N", "C", "C", "C", "C", "C", "C", "C", "C", "C", "C", "C", "C", "C", "C", "C", "C", "C", "H", "H", "H", "H", "H", "H", "H", "H", "H", "H", "H"],
  "positions_angstrom": [[-4.4855, -2.0007, 4.6462], [2.4142, 0.6205, -3.7626], [-2.2883, -0.0549, -2.5057], [1.0122, 0.1629, 0.5208], [-3.0256, -0.6730, -0.4100], [0.4207, 0.3918, -1.6096], [-0.3106, -0.1906, 0.3845], [4.6867, 1.4397, -2.5683], [1.4479, 0.4667, -0.7076], [3.3732, 1.0126, -2.3686], [2.8386, 0.8942, -1.0623], [-0.7003, -0.0342, -0.9264], [5.0180, 1.5731, -0.1746], [-1.3222, -0.6326, 1.3638], [-3.2250, -1.4347, 3.2797], [-3.6051, -1.1822, 1.9448], [-2.0320, -0.2879, -1.3303], [3.7149, 1.1450, 0.0230], [-1.8869, -1.3015, 3.6358], [-0.9476, -0.8566, 2.6994], [5.4940, 1.7495, -1.4892], [-4.4216, -0.8642, -0.8912], [-2.6483, -0.8677, 0.9413], [5.6751, 1.8109, 0.6528], [-4.6007, -0.5466, -1.9317], [-5.0524, -0.3038, -0.1694], [0.4904, 0.5939, -2.5978], [6.5201, 2.1587, -1.6855], [0.0559, -0.7418, 3.0625], [-4.6449, -1.3247, 1.7099], [-1.6092, -1.4515, 4.6374], [3.3461, 1.0456, 1.0278], [-4.7164, -1.9003, -0.7709], [5.0144, 1.5842, -3.5680]],
  "atomic_forces_ev_per_a": [[0.546, 0.378, -0.946], [0.300, 0.091, -0.329], [-0.855, -0.374, -0.424], [0.377, -0.321, -0.131], [1.319, 0.008, -0.200], [-0.508, -0.260, 0.079], [-0.180, 0.354, -0.560], [-0.709, 0.040, 0.619], [-0.834, 0.091, 0.147], [-0.218, -0.023, 1.238], [0.262, -0.288, 0.338], [1.219, -0.364, 2.286], [0.112, 0.130, -1.022], [1.592, 0.050, 0.248], [0.273, 0.212, -1.024], [0.227, -0.660, 0.530], [-1.288, 0.721, -1.921], [0.025, 0.250, -0.632], [-0.274, 0.635, -1.087], [-1.539, -0.588, 0.237], [0.753, 0.279, 0.332], [0.090, 0.520, 1.259], [-0.836, 0.382, 0.642], [-0.173, -0.094, 0.058], [0.615, 0.037, 0.682], [0.133, -0.066, -0.765], [-0.212, -0.114, 0.239], [-1.115, -0.547, 0.311], [0.392, 0.231, -0.370], [-0.141, 0.029, -0.258], [0.441, -0.282, 1.099], [-0.263, -0.127, 0.130], [0.127, -0.332, -0.147], [0.342, 0.005, -0.659]],
  "mulliken_charge": [-0.20, -0.28, -0.74, -0.76, -0.03, -0.06, 1.05, -0.66, 0.41, 0.67, -0.05, 0.22, -0.71, 0.63, -0.51, -0.15, 0.11, -0.46, -0.42, -0.91, -0.28, -1.09, 0.09, 0.38, 0.30, 0.33, 0.22, 0.31, 0.44, 0.41, 0.47, 0.44, 0.37, 0.45],
  "spin_multiplicity": 1,
  "lumo_ev": 0.052,
  "orbital_gap_ev": 8.29
}

=====

3.
{
  "formula": "C17H11BrLuN4OS3",
  "method": "ωB97M-V/def2-TZVPD",
  "species": ["Lu", "Br", "S", "S", "S", "O", "N", "N", "N", "N", "C", "C", "C", "C", "C", "C", "C", "C", "C", "C", "C", "C", "C", "C", "C", "C", "C", "H", "H", "H", "H", "H", "H", "H", "H", "H", "H", "H"],
  "positions_angstrom": [[0.0787, 0.6357, -0.2653], [-0.8215, 2.7157, 1.1471], [-4.8159, 0.4214, -0.5399], [2.4250, 0.5027, 1.0749], [1.1384, -2.2232, 1.5414], [0.0099, 2.7985, -5.8318], [2.7083, -3.2811, 4.5606], [-0.0955, 0.2931, -2.5906], [-2.3381, 0.0197, 0.0225], [4.6230, 0.5992, 4.0690], [2.2239, -0.9425, 1.9906], [0.1075, 1.6179, -2.3861], [0.1425, 2.4785, -3.4909], [-3.3582, -2.7419, 2.2566], [2.9512, -1.1351, 3.1548], [-5.2980, -1.7640, 1.1861], [3.8620, -0.1541, 3.6437], [-3.1380, 0.7909, -0.6359], [0.4774, -1.7279, -0.0476], [-2.5040, -1.8746, 1.6127], [-0.2606, -0.2186, -3.8147], [2.8167, -2.3206, 3.9315], [-0.0294, 1.9539, -4.7591], [-3.0541, -0.9455, 0.7268], [-4.7426, -2.6935, 2.0383], [-4.4363, -0.8811, 0.5347], [-0.2343, 0.5833, -4.9333], [-2.7802, 1.6381, -1.2058], [0.3049, 3.5409, -3.3710], [1.1989, -2.0307, -0.8184], [-0.3694, 0.1578, -5.9215], [-0.1055, 2.2914, -6.6396], [-0.3966, -2.3791, -0.1773], [-1.4388, -1.8874, 1.7981], [-0.4185, -1.2885, -3.8906], [-2.9521, -3.4660, 2.9501], [-6.3672, -1.7186, 1.0330], [-5.3888, -3.3890, 2.5577]],
  "atomic_forces_ev_per_a": [[0.061, -0.280, 0.005], [-0.092, 0.177, 0.148], [0.036, 0.066, 0.022], [-0.123, -0.075, -0.142], [0.062, -0.174, -0.084], [0.003, 0.044, 0.153], [-0.005, -0.031, 0.038], [-0.140, -0.129, 0.171], [-0.049, 0.112, -0.122], [0.022, 0.046, 0.038], [-0.030, 0.244, 0.075], [0.141, 0.176, -0.055], [-0.046, -0.306, -0.026], [-0.023, -0.009, 0.000], [0.024, 0.070, -0.011], [0.048, 0.027, -0.056], [0.006, -0.097, -0.031], [0.121, -0.091, -0.061], [-0.008, 0.029, -0.128], [-0.099, 0.038, -0.038], [0.011, 0.196, 0.047], [0.014, -0.004, -0.027], [0.055, 0.196, -0.055], [0.165, 0.093, 0.047], [0.022, -0.041, 0.029], [-0.077, -0.149, 0.056], [-0.026, -0.178, 0.038], [-0.042, 0.012, -0.052], [0.002, 0.030, 0.020], [-0.036, 0.002, 0.047], [0.006, 0.014, 0.001], [-0.013, -0.062, -0.073], [0.003, 0.071, 0.015], [0.022, -0.012, 0.004], [0.008, -0.017, -0.002], [0.000, -0.003, 0.005], [-0.026, 0.020, -0.006], [0.003, -0.002, 0.007]],
  "mulliken_charge": [1.26, -0.60, -0.26, -0.53, -0.22, -0.52, -0.55, -0.30, 0.06, -0.56, 0.93, -0.27, -0.67, -0.79, 0.02, -0.45, -0.02, -0.14, -1.43, 0.06, -0.56, 0.03, 1.18, -0.66, -0.41, 0.83, -0.60, 0.38, 0.43, 0.44, 0.28, 0.27, 0.49, 0.29, 0.40, 0.42, 0.37, 0.36],
  "spin_multiplicity": 1,
  "relative_energy_ev": 0.148,
  "lumo_ev": 2.013,
  "orbital_gap_ev": 6.77,
  "charge": -1
}